Entry 1:
{
  "formula": "C2HCl2NO3",
  "method": "ωB97M-V/def2-TZVPD",
  "symbols": ["Cl", "C", "H", "O", "Cl", "C", "O", "O", "N"],
  "xyz": [[0.282120, -0.827112, 1.718559], [1.415174, 0.548828, 1.118680], [0.557194, 0.113753, -0.878868], [2.122986, 1.098342, 1.886672], [2.236522, 1.626856, -1.170451], [1.322536, 0.532979, -0.338018], [-2.093551, 2.409936, -0.726805], [-2.975576, 0.435844, -0.231017], [-2.228026, 1.328837, -0.343803]],
  "forces_ev_per_angstrom": [[0.386, 0.783, -0.188], [-0.573, -1.957, -0.147], [-1.583, -1.304, -0.734], [-0.142, 0.367, -0.426], [0.740, 0.622, -0.526], [1.146, 1.498, 2.014], [-1.056, 2.380, -1.246], [-1.750, -0.117, -0.486], [2.832, -2.271, 1.740]],
  "lumo_ev": [-0.97, -2.28],
  "de_lowest_ev": 2.898,
  "homo_energy_ev": [-9.9, -9.8],
  "largest_force_ev_per_a": 4.0,
  "gap_ha": [0.3264, 0.2771],
  "spin_multiplicity": 1
}

***

Entry 2:
{
  "formula": "C4H7NO",
  "method": "ωB97M-V/def2-TZVPD",
  "symbols": ["H", "H", "C", "H", "C", "C", "N", "H", "H", "C", "H", "H", "O"],
  "xyz": [[-0.323725, -2.386901, -0.609735], [1.324519, 1.185927, 1.316092], [0.181611, 0.924916, -0.553767], [1.992559, 0.009791, 0.183002], [-0.553372, -1.341506, -0.395053], [-1.696310, -1.174793, 0.559118], [0.140062, -0.461439, -0.987124], [2.190235, 1.722215, -0.151517], [-0.691618, 1.267938, 0.023336], [1.498048, 0.984246, 0.256538], [0.252125, 1.570575, -1.434461], [-2.122002, -0.162951, 0.696260], [-2.192132, -2.138013, 1.097310]],
  "forces_ev_per_angstrom": [[-0.254, 0.013, -0.146], [-0.020, 0.066, -0.129], [0.008, 0.067, -0.005], [-0.047, 0.255, 0.038], [0.112, 0.009, -0.259], [-0.147, -0.202, 0.154], [-0.211, -0.320, 0.179], [-0.104, 0.057, 0.153], [0.288, -0.162, -0.011], [0.101, 0.124, 0.054], [-0.004, -0.225, 0.072], [0.083, -0.107, 0.060], [0.196, 0.426, -0.160]],
  "lumo_ev": -0.17,
  "de_lowest_ev": 2.115,
  "homo_energy_ev": -9.5,
  "largest_force_ev_per_a": 0.5,
  "gap_ha": 0.3446,
  "smiles": "CC/N=C\\C=O",
  "spin_multiplicity": 1
}

***

Entry 3:
{
  "formula": "C30H29CrN5S",
  "method": "ωB97M-V/def2-TZVPD",
  "symbols": ["C", "C", "N", "C", "C", "C", "H", "C", "C", "C", "C", "C", "C", "C", "N", "C", "H", "C", "H", "C", "H", "H", "H", "C", "H", "H", "S", "H", "C", "H", "C", "C", "C", "H", "H", "H", "N", "C", "H", "H", "H", "H", "C", "C", "H", "C", "C", "H", "C", "Cr", "H", "C", "H", "H", "H", "C", "H", "H", "H", "N", "H", "H", "C", "H", "N", "C"],
  "xyz": [[-1.541012, 5.575130, 1.108290], [1.131972, -2.607066, 4.176254], [2.479287, 0.277394, -0.356346], [3.310888, -1.813907, -1.232851], [-0.071062, -3.383520, -1.392328], [-3.491001, 2.198636, -0.929660], [-3.395066, 2.281566, 0.147344], [-0.679546, 3.932499, 2.643505], [-0.561224, 3.018991, 1.604693], [-0.799907, -4.539866, -1.599396], [-1.166388, 5.207695, 2.394128], [-1.428724, 4.671528, 0.063850], [-3.734738, 2.079000, -3.706825], [-2.176529, -4.509361, -1.435696], [-0.645153, -2.221543, -1.028899], [1.553352, -2.574682, 1.824048], [-5.838447, 1.898702, -3.345696], [2.668620, 1.512532, 0.133684], [-0.414171, -1.237533, 4.802261], [0.157098, -1.637719, 3.976758], [-5.622751, 2.036133, -0.889676], [-1.252774, 5.918852, 3.204553], [5.712595, -0.625385, -0.621086], [1.415164, -3.323971, -1.630819], [-1.924608, 6.568217, 0.917517], [3.400612, -2.956776, 0.874799], [-0.725543, 2.242810, -1.042113], [4.005181, 3.050898, 0.770293], [-1.974585, -2.203264, -0.873568], [1.571768, -2.938900, -2.640597], [-2.477770, 2.207940, -3.133242], [-0.945499, 3.397829, 0.328078], [3.915450, 2.049447, 0.374607], [-3.836274, 2.046941, -4.783043], [-0.837864, -0.459334, 2.478789], [-0.298295, -5.451657, -1.895502], [-0.561998, 0.769470, -0.386283], [4.859911, 0.001416, -0.396091], [-1.730536, 4.954302, -0.937656], [2.165805, -4.146638, 0.531106], [-2.410572, -1.252440, -0.594530], [3.171517, -1.667235, -2.305820], [-2.373712, 2.257472, -1.752010], [3.579277, -0.464293, -0.618276], [-1.589291, 2.273367, -3.749565], [-0.071537, -1.197089, 2.689608], [2.343573, -3.073175, 0.629709], [6.031760, 1.666905, 0.295387], [5.039064, 1.281045, 0.108245], [0.750862, -0.770662, -0.503169], [-0.182226, 2.021431, 1.788797], [-2.772452, -3.312508, -1.065557], [1.855021, -4.322997, -1.592974], [-2.769930, -5.399299, -1.594509], [-0.391115, 3.649011, 3.646723], [-4.858859, 2.001319, -2.898244], [1.774850, 2.081138, 0.344200], [2.597365, -3.844005, 3.211286], [-1.378149, 0.582748, 0.192999], [2.068242, -2.400310, -0.670542], [-3.841623, -3.240988, -0.927283], [1.338808, -2.984524, 5.168548], [1.836065, -3.084187, 3.085397], [4.166202, -2.480928, -1.105756], [0.610480, -1.654073, 1.634001], [-4.739859, 2.067469, -1.513847]],
  "forces_ev_per_angstrom": [[-0.005, 0.010, -0.046], [-0.004, 0.011, -0.064], [1.160, 0.355, 0.182], [0.056, 0.063, -0.026], [0.004, -0.026, 0.044], [-0.075, 0.017, 0.048], [0.000, -0.016, -0.020], [-0.020, 0.096, -0.003], [-0.020, -0.083, -0.018], [0.001, -0.058, -0.020], [0.035, -0.049, 0.061], [-0.028, 0.047, -0.088], [-0.048, 0.015, -0.022], [0.037, 0.162, 0.031], [-0.325, -0.587, -0.244], [-0.107, 0.049, 0.084], [0.009, 0.021, -0.009], [-0.213, -0.052, -0.033], [-0.010, -0.008, -0.014], [-0.037, -0.002, 0.001], [-0.003, -0.019, -0.010], [-0.014, -0.005, -0.008], [-0.034, -0.035, 0.007], [-0.074, -0.050, -0.052], [0.007, -0.007, -0.007], [0.025, -0.011, -0.076], [-0.423, -0.250, 0.143], [-0.040, 0.000, -0.005], [0.017, 0.198, 0.008], [0.035, 0.031, 0.022], [0.130, 0.001, -0.009], [0.118, -0.200, -0.132], [0.200, 0.010, -0.001], [0.013, -0.003, 0.006], [0.040, 0.033, 0.030], [0.020, 0.014, 0.023], [-0.224, 0.542, 0.106], [0.100, 0.005, -0.011], [0.011, 0.003, 0.011], [0.021, 0.007, -0.066], [0.011, -0.002, -0.016], [-0.047, -0.031, 0.002], [0.305, 0.035, 0.081], [-0.115, -0.027, 0.009], [-0.026, -0.019, -0.016], [-0.049, -0.069, 0.060], [-0.046, 0.028, 0.232], [0.004, -0.002, -0.016], [-0.187, 0.009, 0.008], [-0.723, 0.139, 0.109], [0.005, -0.003, -0.011], [-0.038, -0.160, -0.034], [0.031, 0.010, 0.002], [-0.001, -0.001, 0.004], [0.005, -0.008, -0.005], [-0.005, -0.005, 0.000], [-0.049, 0.016, 0.030], [0.011, 0.024, -0.015], [-0.034, -0.004, 0.041], [0.309, -0.318, -0.171], [0.007, 0.033, 0.003], [0.003, 0.000, -0.003], [0.017, -0.064, 0.017], [0.000, -0.011, -0.005], [0.268, 0.174, -0.171], [0.012, 0.027, 0.040]],
  "lumo_ev": [-5.07, -5.32],
  "homo_energy_ev": [-13.3, -14.3],
  "largest_force_ev_per_a": 1.2,
  "gap_ha": [0.3023, 0.3296],
  "total_charge": 2,
  "s2": 6.014,
  "spin_multiplicity": 5
}

***

Entry 4:
{
  "formula": "C4H13N2",
  "method": "ωB97M-V/def2-TZVPD",
  "symbols": ["H", "C", "H", "H", "H", "H", "H", "C", "H", "H", "H", "N", "C", "H", "H", "H", "C", "H", "N"],
  "xyz": [[-1.473579, 2.128181, -0.069358], [-0.719721, -0.644095, -0.271813], [-2.411043, -0.543507, 1.071158], [0.440065, 0.488525, 1.281101], [3.051416, 0.794924, -1.211316], [1.937627, -1.804984, -0.037880], [-2.868393, -0.470833, -0.544981], [-2.073129, -0.114474, 0.129901], [0.359675, -1.302951, 1.526822], [1.657650, 1.209264, -0.611764], [2.568559, -0.513526, 1.010712], [-1.891750, 1.319677, 0.376132], [1.837993, -0.752870, 0.186531], [-0.532289, -0.054554, -1.212589], [-2.782687, 1.751642, 0.606154], [-0.402944, -1.672744, -0.484043], [0.465882, -0.484391, 0.773096], [1.731860, 0.143490, -1.872133], [2.143578, 0.388835, -0.978622]],
  "forces_ev_per_angstrom": [[0.800, -1.316, -1.299], [2.792, 0.231, -0.485], [0.235, 0.043, 0.365], [0.002, -0.248, 0.048], [0.657, -0.964, 0.511], [0.460, 0.104, -1.364], [0.397, 0.686, -0.488], [0.378, -0.349, 0.313], [-0.060, 0.772, -0.307], [-0.476, -0.127, -0.102], [-0.409, -0.215, -1.186], [-1.956, 1.018, 1.326], [0.922, 1.980, 1.558], [0.390, -0.501, 0.639], [-0.053, -0.491, 0.455], [-1.955, -0.358, -0.681], [-1.048, 0.638, -0.241], [-0.383, -0.170, -0.100], [-0.692, -0.732, 1.038]],
  "lumo_ev": -3.72,
  "de_lowest_ev": 2.680,
  "homo_energy_ev": -12.4,
  "largest_force_ev_per_a": 2.8,
  "gap_ha": 0.3178,
  "total_charge": 1,
  "smiles": "NCCCC[NH3+]",
  "spin_multiplicity": 1
}

***

Entry 5:
{
  "formula": "C7H8Cl2O4TmYb",
  "method": "ωB97M-V/def2-TZVPD",
  "symbols": ["H", "C", "C", "H", "O", "Yb", "H", "H", "C", "C", "Cl", "H", "H", "Cl", "O", "H", "Tm", "H", "C", "C", "O", "O", "C"],
  "xyz": [[1.437762, 1.541912, 2.907427], [0.478701, -1.661765, 3.341928], [0.691485, 3.536422, -3.087896], [2.462777, -1.917170, 2.393803], [-2.415716, -2.308285, 0.399356], [1.522899, 1.169763, -2.840425], [0.615690, -2.529006, 3.971914], [1.109041, -2.261587, 1.271497], [1.415720, -1.679431, 2.153164], [0.791769, 0.657510, 2.840262], [1.830932, 2.017887, -0.427399], [1.760766, -0.334255, 4.444283], [0.061398, -0.030922, 4.766842], [0.630372, -1.209935, -1.874899], [0.655904, 4.685292, -3.221026], [-0.558761, -1.709682, 2.991681], [0.202073, 0.144358, 0.144641], [-0.230969, 0.962267, 2.521226], [-0.273955, 1.015127, -4.642711], [0.762291, -0.328146, 3.996932], [1.355310, -0.223115, 1.725630], [-0.832863, 0.800868, -5.615101], [-1.674800, -1.428944, 0.344421]],
  "forces_ev_per_angstrom": [[-0.129, -0.346, 0.146], [-0.383, -0.334, -0.589], [0.183, 6.022, -0.818], [-0.326, 0.230, -0.154], [3.198, 3.928, -0.242], [0.591, -0.185, -0.452], [0.185, -0.131, 0.347], [-0.039, -0.103, 0.116], [0.315, -0.035, 0.620], [0.461, -0.455, 0.115], [-0.211, -0.085, -1.313], [-0.074, 0.037, 0.088], [-0.241, -0.029, 0.121], [0.623, 1.096, -1.127], [-0.063, -5.720, 0.691], [-0.122, 0.009, 0.053], [-1.027, 0.362, 1.420], [-0.089, -0.010, -0.007], [-1.820, -1.097, -3.846], [0.550, 0.489, 0.209], [0.652, 0.019, 0.548], [1.849, 0.903, 3.640], [-4.081, -4.565, 0.429]],
  "lumo_ev": [-16.79, -18.95],
  "de_lowest_ev": 0.808,
  "homo_energy_ev": [-24.7, -24.7],
  "largest_force_ev_per_a": 6.1,
  "gap_ha": [0.2890, 0.2099],
  "total_charge": 4,
  "s2": 3.753,
  "spin_multiplicity": 4
}

***

Entry 6:
{
  "formula": "C24H10Cl5MnN6O3",
  "method": "ωB97M-V/def2-TZVPD",
  "symbols": ["H", "Cl", "C", "O", "C", "H", "C", "C", "N", "C", "Cl", "C", "C", "C", "Mn", "C", "C", "H", "C", "H", "C", "C", "H", "C", "Cl", "N", "C", "H", "Cl", "H", "N", "C", "H", "C", "C", "C", "C", "H", "O", "C", "C", "C", "O", "C", "Cl", "N", "N", "N", "H"],
  "xyz": [[-4.825997, -2.568417, -0.233782], [-2.853389, 3.131919, -2.669108], [3.306895, 2.847584, 0.597457], [-1.465190, 1.091045, -1.146044], [1.120867, 2.570094, -0.308146], [4.193491, 3.446527, 0.755456], [-1.259731, -2.383064, 1.120141], [-0.613304, 0.956065, -5.198372], [-1.766957, -1.380617, 0.365374], [-1.106423, 4.443063, 2.011463], [1.097810, -1.133770, -4.898988], [-0.300615, 0.128833, -2.987564], [3.229910, 1.570227, 1.135684], [2.680163, -1.314845, 2.193320], [-0.558881, 0.176554, 0.120605], [-1.501007, 1.913442, -4.689711], [-3.818773, -2.538106, 0.154740], [-3.350731, -0.593199, -0.682591], [-1.786108, 1.967244, -3.327454], [0.249293, 2.911036, -0.851828], [-3.307806, -3.575648, 0.918182], [-3.016087, -1.443906, -0.104325], [-1.592492, -4.293962, 2.014513], [-1.592644, 2.255365, 1.601205], [-0.271533, 0.893300, -6.872523], [0.588982, -0.947207, 1.179682], [-2.012558, -3.502197, 1.410719], [3.695775, -1.044767, 2.456307], [-2.240529, 3.031652, -5.747617], [4.040999, 1.154729, 1.716491], [-1.928294, 3.428671, 1.729220], [3.133195, -3.480426, 3.431484], [2.267375, 4.352751, -0.545191], [2.242498, 3.356458, -0.128849], [-1.184431, 1.055833, -2.457108], [2.225955, -2.560865, 2.613296], [2.080154, 0.835989, 0.931735], [0.637640, -3.957981, 2.679530], [4.268814, -3.025579, 3.609654], [0.931184, -2.982828, 2.310712], [0.001010, 0.049840, -4.337723], [1.823223, -0.513366, 1.472349], [2.595699, -4.528862, 3.798966], [0.123146, -2.146977, 1.575879], [0.442100, -0.963100, -1.829797], [1.052208, 1.337721, 0.208278], [-1.339211, 1.083982, 1.510044], [-0.417980, 5.331916, 2.258842], [-3.917717, -4.442154, 1.135395]],
  "forces_ev_per_angstrom": [[0.002, 0.011, -0.006], [-0.008, 0.008, 0.007], [0.070, -0.036, 0.051], [0.030, 0.010, -0.079], [0.071, 0.022, 0.017], [0.001, 0.000, 0.000], [0.100, -0.004, 0.056], [0.023, -0.007, -0.097], [-0.031, -0.099, 0.033], [0.003, -0.070, 0.198], [0.002, 0.003, -0.014], [0.091, -0.120, 0.107], [-0.009, 0.042, -0.026], [-0.016, 0.150, -0.094], [0.123, 0.001, -0.131], [-0.023, 0.032, -0.040], [0.004, 0.089, -0.048], [-0.039, -0.018, -0.010], [0.037, -0.036, -0.001], [0.020, 0.046, -0.020], [0.008, -0.078, 0.043], [-0.033, -0.039, 0.013], [-0.005, -0.003, -0.003], [0.120, 0.256, -0.095], [-0.011, 0.009, 0.040], [-0.328, 0.069, -0.082], [-0.004, 0.029, -0.018], [0.009, -0.015, 0.024], [0.007, -0.016, 0.018], [-0.002, -0.003, 0.001], [-0.034, -0.030, -0.165], [0.726, -0.426, 0.547], [-0.006, 0.002, 0.006], [-0.127, 0.023, -0.072], [-0.051, 0.048, -0.052], [-0.363, 0.081, -0.120], [-0.011, -0.171, 0.088], [0.008, -0.028, 0.007], [0.131, 0.370, -0.178], [-0.102, 0.107, -0.099], [-0.031, 0.003, 0.087], [0.268, 0.043, 0.047], [-0.478, -0.159, -0.130], [0.028, -0.062, 0.033], [-0.084, 0.127, -0.185], [0.062, 0.058, -0.004], [-0.148, -0.231, 0.458], [0.001, 0.012, -0.115], [0.001, 0.000, 0.003]],
  "lumo_ev": [-6.65, -5.93],
  "de_lowest_ev": 0.654,
  "homo_energy_ev": [-10.7, -10.7],
  "largest_force_ev_per_a": 1.0,
  "gap_ha": [0.1495, 0.1761],
  "total_charge": 1,
  "s2": 3.845,
  "spin_multiplicity": 4
}